A cluster of 2 separate species, C2H7N3S2 in total. Source: the OMol25 dataset; level of theory: wB97M-V/def2-TZVPD.

Element x y z (Å)
S -0.54296 -1.66782 -0.68187
S -1.85434 -3.07066 -1.64687
N 1.61528 0.60380 2.24318
N -1.97118 0.52255 -1.44662
N 2.71350 0.85637 0.09766
C 2.25402 0.76304 1.14334
C -0.97579 -0.07583 -0.76511
H -1.76923 1.53430 -1.50435
H 3.43990 1.19635 -0.55360
H -0.22153 0.51490 -0.16943
H -2.73496 -2.70602 -0.75870
H 1.19671 1.35879 2.71930
H 1.85651 -0.09921 2.91554
H -3.00593 0.26943 -1.59247

Atoms 1-3, force components in eV/Å:
0.08 -1.52 0.14
1.31 1.33 -0.15
0.24 -0.62 -0.12

net charge = +2
total energy = -28309.2164 eV
ΔE to the lowest compared entry with this formula, charge and spin = 21.52 kcal/mol

Which charges does Löwdin predict for the atoms? In e, they are: 0.67, 0.54, 0.26, 0.11, 0.38, -0.13, -0.56, 0.14, 0.19, 0.08, -0.20, 0.15, 0.17, 0.20